A molecular structure, C20H33As2FIrN3OSi, computed with ωB97M-V/def2-TZVPD.

The geometry in XYZ format:
```
62
Properties=species:S:1:pos:R:3:forces:R:3:lowdin_charge:R:1
Ir -0.058 0.402 -0.515 1.1 -0.4 0.2 0.97
C -1.558 3.524 -1.343 -0.1 0.1 0.1 -0.15
Si -2.512 2.355 -0.247 0.2 0.2 -0.4 0.44
C -3.982 3.145 0.529 0.0 -0.1 0.2 -0.16
C -2.949 0.848 -1.276 0.0 -0.1 0.2 -0.19
N -1.241 1.650 0.830 0.1 -0.3 -0.2 -0.11
C -0.942 1.823 2.110 -0.1 0.1 0.0 -0.27
C -1.679 2.688 2.992 0.1 -0.1 -0.1 0.03
C -1.321 2.844 4.301 0.1 0.0 0.1 -0.02
C -0.208 2.164 4.820 0.0 0.0 0.0 0.02
C 0.542 1.302 4.008 0.0 0.0 0.2 0.03
C 0.164 1.142 2.714 -0.2 0.1 0.1 -0.21
F 0.866 0.288 1.928 0.1 -0.1 -0.1 -0.02
H -2.212 3.899 -2.136 0.0 0.0 0.0 0.06
H -0.709 3.032 -1.820 -0.1 0.0 0.0 -0.01
H -1.186 4.384 -0.780 0.0 0.0 -0.1 0.05
H -4.697 3.375 -0.266 0.0 0.0 0.0 0.06
H -3.733 4.089 1.018 -0.1 0.0 0.0 0.05
H -4.487 2.495 1.246 0.0 0.1 0.0 0.05
H -3.739 1.105 -1.988 0.1 0.0 0.0 0.06
H -3.307 0.015 -0.665 0.0 0.0 -0.1 0.02
H -2.098 0.498 -1.892 0.0 0.0 0.0 0.00
H -2.527 3.224 2.594 0.0 0.0 0.0 0.09
H -1.896 3.500 4.941 0.0 0.0 0.0 0.13
H 0.077 2.301 5.854 0.0 0.0 0.0 0.13
H 1.403 0.773 4.394 0.0 0.0 0.0 0.14
C 4.156 -0.932 -0.971 0.0 -0.1 0.1 -0.26
As 2.249 -1.223 -1.146 -0.4 0.3 0.2 1.11
C 2.127 -1.863 -2.979 0.1 -0.1 0.0 -0.25
C 1.920 -2.891 -0.159 0.1 -0.1 -0.2 -0.39
C 2.937 -3.802 0.172 -0.1 -0.5 0.2 0.07
C 2.650 -5.072 0.825 0.1 0.4 -0.2 0.08
C 1.363 -5.390 1.180 0.2 0.0 0.0 0.00
C 0.361 -4.478 0.892 0.0 0.4 -0.2 0.05
C 0.635 -3.207 0.214 -0.2 -0.4 0.2 -0.32
As -0.847 -1.962 -0.126 -0.4 0.3 0.0 1.04
C -1.884 -2.169 1.499 0.0 -0.1 0.0 -0.25
C -1.890 -2.937 -1.436 0.0 -0.1 0.0 -0.23
H 4.714 -1.660 -1.557 0.0 0.0 0.0 0.05
H 4.458 -0.966 0.075 0.0 0.0 0.0 0.05
H 4.361 0.065 -1.357 0.0 0.0 0.0 0.04
H 2.593 -2.844 -3.066 0.0 0.0 0.0 0.05
H 2.672 -1.162 -3.608 0.0 0.0 0.0 0.05
H 1.093 -1.923 -3.310 0.0 0.0 0.0 0.02
H 3.970 -3.569 -0.061 0.0 -0.1 0.0 0.13
H 3.461 -5.764 1.024 0.1 0.1 0.0 0.15
H 1.137 -6.325 1.676 0.0 0.0 0.0 0.14
H -0.656 -4.718 1.182 0.0 0.1 -0.1 0.13
H -2.447 -3.101 1.480 0.0 0.0 0.0 0.05
H -2.583 -1.337 1.564 0.0 0.0 0.0 0.04
H -1.226 -2.146 2.366 0.0 0.0 0.0 0.05
H -1.975 -3.977 -1.127 -0.1 0.0 0.0 0.05
H -1.436 -2.883 -2.422 0.0 0.0 0.0 0.04
H -2.883 -2.490 -1.465 0.0 0.0 0.0 0.05
N 2.408 3.707 -1.852 0.0 0.0 0.0 0.23
C 1.763 2.626 -2.290 -0.1 0.1 -0.1 -0.64
N 1.416 2.558 -3.581 0.0 0.0 0.1 0.22
O 1.513 1.672 -1.490 -0.4 0.0 -0.1 -0.25
H 2.652 4.476 -2.455 0.0 0.0 0.0 0.14
H 2.711 3.747 -0.895 0.0 0.0 0.0 0.13
H 1.625 3.294 -4.236 0.0 0.0 0.0 0.14
H 0.871 1.780 -3.907 0.0 0.0 0.0 0.12
```
Positions in Å, forces in eV/Å.

The value obtained for the frontier orbital gap (spin up / spin down) is 6.5 / 4.5 eV. The spin multiplicity is 6. As for the charge: +3. Its expectation value of S² is 8.815. For the highest occupied orbital energy (spin up / spin down), the calculation gives -15.8 / -17.4 eV.

3 unconnected molecules or ions with the total composition CH7OS2, computed with ωB97M-V/def2-TZVPD.

The geometry in XYZ format:
```
11
Properties=species:S:1:pos:R:3:forces:R:3:nbo_charge:R:1
O -3.106 0.332 0.976 2.3 0.8 -1.5 -0.85
H 0.800 -0.389 0.828 0.9 -1.4 0.4 0.12
H -2.127 0.663 1.035 -2.7 -0.9 0.5 0.41
H -3.502 0.167 1.822 0.2 0.1 1.1 0.49
C 1.805 -0.819 -1.237 0.0 -1.2 0.1 -0.74
S 1.431 -1.573 0.432 0.5 1.7 -1.3 0.47
S -0.225 1.177 0.370 0.3 -2.4 -1.0 0.13
H 1.660 -1.636 -1.972 0.2 0.5 0.4 0.27
H 2.715 -0.208 -1.540 -0.8 -0.8 1.2 0.31
H 0.965 -0.123 -1.244 -0.5 0.7 -0.5 0.24
H -0.415 2.410 0.531 -0.5 3.0 0.5 0.14
```
Positions in Å, forces in eV/Å.

The value obtained for the frontier orbital gap is 4.5 eV. As for the charge: +1. For the highest occupied orbital energy, the calculation gives -14.9 eV.

Record order is preserved below.
Energy above the lowest of the compared OMol25 structures with the same formula, charge and spin: 88.8 589.3 kJ/mol
Record order is preserved below.
F_max: 0.0233 0.0592 Eh/bohr